1.
Entry from the Open Molecules 2025 dataset: C3H8O in the gas phase in a non-equilibrium geometry (wB97M-V/def2-TZVPD).

XYZ file:
```
12
C3H8O | the Open Molecules 2025 dataset | wB97M-V/def2-TZVPD
C 0.6392 -1.1385 -0.3608
C 1.1286 0.2709 -0.1090
O -0.0411 1.3093 -0.1047
C -1.3029 0.8800 0.3403
H 0.9724 -1.9305 0.3153
H -0.4217 -1.0386 -0.0379
H 0.6684 -1.4633 -1.4073
H 1.7618 0.6879 -0.8967
H 1.6127 0.3632 0.8687
H -1.3144 -0.2336 0.4689
H -1.6000 1.2662 1.3274
H -2.1029 1.0270 -0.4043
```

Calculated values
Relative energy (zero: lowest compared OMol25 entry of this formula, charge and spin) (kJ/mol): 159.8
DFT total energy (hartree): -194.2751
Highest occupied orbital energy (eV): -9.691
Charge: 0
F_max (eV/A): 1.716

In elementary charge units, the Löwdin charges are: atom 1 (C): -0.10, atom 2 (C): -0.16, atom 3 (O): -0.21, atom 4 (C): -0.17, atom 5 (H): 0.08, atom 6 (H): 0.03, atom 7 (H): 0.08, atom 8 (H): 0.11, atom 9 (H): 0.11, atom 10 (H): 0.05, atom 11 (H): 0.09, atom 12 (H): 0.09

---

2.
Entry from the Open Molecules 2025 dataset: 2 unconnected molecules or ions with the total composition C3H8O in a non-equilibrium geometry (wB97M-V/def2-TZVPD).

XYZ file:
```
12
C3H8O | the Open Molecules 2025 dataset | wB97M-V/def2-TZVPD
C -0.6682 6.3016 1.7533
H -1.4259 6.3768 2.5283
H 0.3252 6.1940 2.1550
H -0.6600 7.1691 1.0970
H -0.9082 5.3990 1.1849
O 0.0213 -3.6187 0.2766
C 0.7087 -4.2609 -0.4610
C 0.2695 -4.6320 -1.8274
H 1.6996 -4.6497 -0.1407
H 0.1791 -5.7022 -1.9111
H 1.1019 -4.4399 -2.5207
H -0.6430 -4.1371 -2.1342
```

Calculated values
Relative energy (zero: lowest compared OMol25 entry of this formula, charge and spin) (kJ/mol): 91.6
Spin multiplicity: 2
Expectation value of S²: 0.757
DFT total energy (hartree): -193.9421
Highest occupied orbital energy (alpha / beta) (eV): -14.494 / -14.494
Charge: +1
F_max (eV/A): 1.277

In elementary charge units, the Löwdin charges are: atom 1 (C): -0.05, atom 2 (H): 0.02, atom 3 (H): 0.01, atom 4 (H): 0.02, atom 5 (H): 0.01, atom 6 (O): 0.41, atom 7 (C): -0.06, atom 8 (C): 0.06, atom 9 (H): 0.22, atom 10 (H): 0.13, atom 11 (H): 0.14, atom 12 (H): 0.12

---

3.
Entry from the Open Molecules 2025 dataset: C3H8O2 in the gas phase (wB97M-V/def2-TZVPD).

XYZ file:
```
13
C3H8O2 | the Open Molecules 2025 dataset | wB97M-V/def2-TZVPD
C -2.0135 0.1730 -0.4553
C 0.0520 -0.1531 1.0044
O -0.5862 0.2162 -0.4594
C 1.4632 0.1903 0.6881
O 1.9201 -0.4797 -0.5198
H -2.3145 0.9598 0.2330
H -2.3734 -0.7906 -0.0854
H -2.3783 0.3726 -1.4661
H -0.0278 -1.2553 0.9216
H -0.1595 -0.3576 -1.1229
H 1.5865 1.2749 0.5521
H 2.0724 -0.1169 1.5507
H 2.6676 0.0187 -0.8732
```

Calculated values
Relative energy (zero: lowest compared OMol25 entry of this formula, charge and spin) (kJ/mol): 440.8
DFT total energy (hartree): -269.4270
Highest occupied orbital energy (eV): -7.483
Charge: 0
F_max (eV/A): 0.458

In elementary charge units, the Löwdin charges are: atom 1 (C): -0.05, atom 2 (C): -0.08, atom 3 (O): -0.18, atom 4 (C): -0.33, atom 5 (O): -0.12, atom 6 (H): 0.10, atom 7 (H): 0.10, atom 8 (H): 0.10, atom 9 (H): 0.05, atom 10 (H): 0.14, atom 11 (H): 0.10, atom 12 (H): 0.11, atom 13 (H): 0.08